*w*
ORCA calculation (the ωB97M-V functional and the def2-TZVPD basis) on one molecule with the formula C11H11BrN2O4.

Calculated values
E_HOMO = -9.095 eV
M = 315.1 Da
SMILES = COCc1c(Br)c(C)nc(OCC(=O)O)c1C#N
LUMO = 0.1 eV

Last column: Mulliken charge in e.
Positions of all 29 atoms, in Å:
Br  2.8380  -1.0007  0.0801  -0.13
O  2.4293  1.9229  -1.0014  -0.29
O  -2.9711  0.0939  -0.5069  -0.43
O  -2.6384  0.9435  2.0395  -0.50
O  -4.0923  -0.5012  2.8824  -0.49
N  -1.2459  -1.0764  0.4491  -0.47
N  -1.6966  2.3673  -2.7914  -0.55
C  0.9949  -0.6223  -0.1552  0.14
C  -3.7847  -0.4895  0.4825  -0.80
C  0.5977  0.3475  -1.0691  1.08
C  -0.7708  0.5970  -1.1955  0.72
C  -3.4292  0.0689  1.8690  0.79
C  0.0486  -1.3273  0.5899  0.52
C  -1.2789  1.5744  -2.0765  -0.07
C  0.4309  -2.3799  1.5702  -1.63
C  1.6115  1.1520  -1.8456  -1.57
C  -1.6573  -0.1468  -0.3909  0.25
C  1.7602  3.0002  -0.3904  -0.64
H  1.3007  3.6543  -1.1406  0.30
H  1.0570  -1.9516  2.3519  0.39
H  -3.6688  -1.5817  0.4849  0.39
H  2.2928  0.4764  -2.3740  0.47
H  -0.4629  -2.8043  2.0168  0.33
H  2.5178  3.5517  0.1620  0.24
H  1.0069  -3.1637  1.0797  0.39
H  1.0950  1.7882  -2.5789  0.51
H  -4.6953  -1.2046  2.6081  0.34
H  0.9819  2.6601  0.3034  0.27
H  -4.8101  -0.2139  0.2198  0.44


*x*
ORCA calculation (the ωB97M-V functional and the def2-TZVPD basis) on one molecule with the formula C11H11BrN2O4.

Calculated values
E_HOMO = -9.740 eV
M = 315.1 Da
SMILES = O=C(O)CCC(=O)NNC(=O)c1cccc(Br)c1
LUMO = -0.1 eV

Last column: Mulliken charge in e.
Positions of all 29 atoms, in Å:
Br  3.3003  0.3551  2.8474  -0.18
O  -5.6199  -0.8116  -1.5020  -0.59
O  -3.5277  -1.4934  -1.3425  -0.47
O  -0.9089  -0.7650  -1.8590  -0.74
O  -2.5433  1.3660  0.0527  -0.58
N  -0.2272  1.3018  -1.3170  -0.17
N  -1.4029  1.8392  -1.8334  -0.31
C  1.0336  -0.5880  -0.4946  0.67
C  -4.0109  0.4298  -2.7574  -0.46
C  2.6047  -0.5192  1.3055  -0.22
C  1.5359  0.0498  0.6356  -0.50
C  3.1807  -1.7049  0.8777  -0.34
C  2.6621  -2.3419  -0.2368  -0.59
C  -4.4676  -0.6812  -1.8069  0.47
C  -2.5708  1.6243  -1.1225  0.46
C  -3.8111  1.7423  -1.9761  -0.74
C  -0.1236  -0.0546  -1.2522  0.63
C  1.5913  -1.7925  -0.9174  -0.48
H  -3.0943  0.1361  -3.2735  0.34
H  -3.7102  2.5786  -2.6697  0.35
H  -1.4458  1.8593  -2.8454  0.32
H  -4.6738  1.9091  -1.3306  0.38
H  -4.8049  0.5768  -3.4907  0.36
H  4.0148  -2.1263  1.4169  0.42
H  3.0952  -3.2723  -0.5693  0.39
H  1.1718  -2.2832  -1.7819  0.42
H  1.0846  0.9503  1.0237  0.45
H  0.3096  1.9029  -0.7069  0.24
H  -2.6128  -1.2684  -1.6085  0.46


Most stable of them? *x*.


*w*
ORCA calculation (the ωB97M-V functional and the def2-TZVPD basis) on one molecule with the formula C3H2S2.

Calculated values
E_HOMO = -8.871 eV
M = 102.2 Da
SMILES = C#CC(=S)S
LUMO = -1.2 eV

Last column: Mulliken charge in e.
Positions of all 7 atoms, in Å:
S  -2.0725  -0.2522  -0.4651  -0.21
S  -0.0464  1.6251  -1.2091  -0.23
C  0.4936  -0.8131  0.4391  -0.22
C  1.1315  -1.2164  1.3696  -0.04
C  -0.4680  -0.0358  -0.4111  0.21
H  -1.1553  2.3902  -1.5247  0.18
H  2.1170  -1.6978  1.8014  0.30


*x*
ORCA calculation (the ωB97M-V functional and the def2-TZVPD basis) on one molecule with the formula C3H2S2.

Calculated values
E_HOMO = -9.215 eV
M = 102.2 Da
LUMO = -0.4 eV

Last column: Mulliken charge in e.
Positions of all 7 atoms, in Å:
S  -1.7351  -1.1208  -0.0694  0.09
S  -1.7019  1.0138  0.0355  -0.24
C  -0.3298  -1.8570  0.0120  -0.28
C  1.1384  1.0371  -0.1365  0.17
C  -0.0393  1.1071  -0.1265  -0.42
H  0.5455  -1.4191  0.2010  0.27
H  2.1223  1.2389  0.0840  0.40


Most stable of them? *w*.


*w*
ORCA calculation (the ωB97M-V functional and the def2-TZVPD basis) on one molecule with the formula C5H10.

Calculated values
E_HOMO (spin up / spin down) = -7.668 / -7.332 eV
M = 70.1 Da
LUMO (spin up / spin down) = 0.8 / 0.8 eV

Last column: Mulliken charge in e.
Positions of all 15 atoms, in Å:
C  -0.1164  -1.6724  -0.3970  -1.35
C  0.1001  -0.1521  -0.0493  0.54
C  1.5376  0.1830  -0.0227  -1.25
C  -0.8663  0.9420  -0.3365  -0.25
C  -1.3103  1.1412  1.0911  -0.84
H  -1.1499  -1.9724  -0.4125  0.38
H  -0.3269  1.8498  -0.7690  0.24
H  0.1580  -1.7785  -1.4455  0.34
H  -1.6903  0.7754  -1.0630  0.31
H  -1.7494  0.3757  1.7197  0.35
H  1.8404  1.2092  -0.1658  0.39
H  -0.8176  1.9312  1.7142  0.25
H  0.4048  -2.3853  0.1760  0.36
H  1.9270  -0.3635  -0.9507  0.27
H  2.0593  -0.0834  0.9110  0.26


*x*
ORCA calculation (the ωB97M-V functional and the def2-TZVPD basis) on one molecule with the formula C5H10.

Calculated values
E_HOMO = -10.130 eV
M = 70.1 Da
SMILES = C1CCCC1
LUMO = 1.2 eV

Last column: Mulliken charge in e.
Positions of all 15 atoms, in Å:
C  1.3409  -0.2210  0.3215  -0.73
C  0.2286  0.0812  1.2883  -0.34
C  0.3664  -0.7114  -1.1792  -0.58
C  -1.0288  -0.1131  -0.9719  -0.58
C  -0.8682  0.7417  0.5058  -0.70
H  0.3967  -1.8045  -1.2219  0.28
H  -0.0563  -0.7888  1.8997  0.28
H  -0.5019  1.7410  0.2136  0.27
H  0.1995  0.9986  1.9287  0.28
H  0.8990  -0.2895  -2.0446  0.30
H  1.8393  0.6761  -0.0493  0.25
H  -1.8218  -0.8606  -0.8339  0.27
H  -1.3453  0.6107  -1.7430  0.31
H  2.1145  -0.9104  0.7383  0.35
H  -1.7624  0.8500  1.1479  0.36


*y*
ORCA calculation (the ωB97M-V functional and the def2-TZVPD basis) on one molecule with the formula C5H10.

Calculated values
E_HOMO = -9.346 eV
M = 70.1 Da
SMILES = C/C=C/CC
LUMO = 1.3 eV

Last column: Mulliken charge in e.
Positions of all 15 atoms, in Å:
C  0.5168  0.0029  1.1504  0.00
C  -1.4775  -0.2492  -1.7719  -1.37
C  1.8235  -0.4412  1.7018  -1.02
C  0.2341  0.3313  -0.0566  0.09
C  -1.0352  0.7219  -0.5793  -0.96
H  2.7858  -0.4353  0.8569  0.22
H  0.9776  0.2995  -0.9466  0.14
H  -1.6848  0.5495  0.1301  0.40
H  -1.1223  1.6774  -0.7504  0.56
H  -1.6979  -1.0634  -1.5499  0.60
H  -2.4191  0.1661  -2.2220  0.30
H  2.1540  0.2003  2.6599  0.25
H  1.9825  -1.5456  1.9637  0.27
H  -0.7731  -0.2574  -2.5905  0.33
H  -0.2645  0.0431  2.0045  0.20


*z*
ORCA calculation (the ωB97M-V functional and the def2-TZVPD basis) on a 2-piece molecular cluster, C5H10 overall.

Calculated values
E_HOMO = -6.483 eV
M = 70.1 Da
LUMO = -1.8 eV

Last column: Mulliken charge in e.
Positions of all 15 atoms, in Å:
C  0.7784  -0.2809  -0.6014  -0.54
C  -0.4784  0.5363  -0.3482  0.65
C  0.9811  -1.2772  0.4832  -0.68
C  -0.2701  1.9078  0.0803  -0.87
C  -1.6757  -0.0645  -0.5541  -0.93
H  0.5600  -0.8526  1.4032  -0.72
H  1.5749  0.5235  -0.7145  0.30
H  -1.1564  2.5332  0.3025  0.26
H  0.4760  -2.1452  0.2275  0.38
H  0.6230  -0.6319  -1.6751  0.29
H  2.0184  -1.4845  0.5974  0.36
H  -1.7264  -1.1222  -0.6605  0.24
H  0.6662  2.3393  -0.0627  0.29
H  0.1921  -0.4801  2.1832  0.63
H  -2.5632  0.4990  -0.6607  0.33


Most stable of them? *x*.